Computed, not measured: a molecular structure, C27H24CrN5O5S, with the ωB97M-V functional and the def2-TZVPD basis.

multiplicity = 2
frontier orbital gap (alpha / beta) = 6.97 / 7.02 eV
DFT total energy = -85336.5147 eV
HOMO level (alpha / beta) = -0.2865 / -0.2865 Ha

Last column: Mulliken spin population.
Positions of all 63 atoms, in Å:
Cr  0.36729  -1.20960  -0.95175  1.11
N  3.38801  0.31964  2.52607  0.00
C  2.17412  -0.15329  2.12534  0.00
S  1.57030  -1.57978  2.89751  0.00
N  1.58886  0.53876  1.18055  0.00
N  0.40740  -0.01517  0.73728  -0.05
C  -0.67305  0.28634  1.34925  0.02
C  -0.76551  1.27092  2.45598  0.00
C  -0.82202  2.62279  2.13330  0.00
C  -0.94806  3.56929  3.13828  0.00
C  -1.01590  3.16778  4.46526  0.00
C  -0.95561  1.81888  4.78543  0.00
C  -0.83305  0.86675  3.78395  0.00
C  -1.84689  -0.47507  0.91399  -0.01
C  -3.09950  -0.34302  1.49153  0.00
C  -4.10821  -1.20153  1.08986  0.00
C  -3.82632  -2.16797  0.14003  0.00
C  -2.55374  -2.22530  -0.40233  0.00
N  -1.58201  -1.38700  -0.03759  -0.02
H  3.77133  -0.04966  3.37588  0.00
H  3.66789  1.23439  2.21465  0.00
H  -0.75515  2.92949  1.09592  0.00
H  -0.98925  4.62062  2.88480  0.00
H  -1.11061  3.90715  5.24982  0.00
H  -0.99631  1.50406  5.81992  0.00
H  -0.75387  -0.18590  4.02369  0.00
H  -3.26126  0.41199  2.24763  0.00
H  -5.09617  -1.12478  1.52387  0.00
H  -4.57491  -2.87423  -0.18830  0.00
H  -2.29284  -2.96113  -1.14938  0.00
O  -1.86335  -2.35552  -3.97692  0.00
C  -1.18204  -1.75745  -3.17912  0.00
O  -0.43872  -2.31165  -2.25466  -0.01
C  -1.15842  -0.24707  -3.15768  0.00
C  -1.91653  0.48876  -4.08204  0.00
C  -1.85424  1.84758  -4.02551  0.00
C  -0.99345  2.47069  -3.09480  0.00
C  -0.84449  3.87666  -3.03220  0.00
C  0.04503  4.43654  -2.16326  0.00
C  0.83614  3.61288  -1.33299  0.00
C  0.70858  2.25313  -1.35583  0.00
C  -0.23439  1.65555  -2.22183  0.00
N  -0.38608  0.29406  -2.24156  -0.01
H  -2.52445  -0.05193  -4.79209  0.00
H  -2.43804  2.46330  -4.69917  0.00
H  -1.43831  4.49234  -3.69625  0.00
H  0.16183  5.51131  -2.12091  0.00
H  1.56560  4.06293  -0.67198  0.00
H  1.34485  1.63657  -0.73693  0.00
C  2.34377  -4.01146  -1.65410  0.00
C  2.55339  -3.00343  -0.53187  0.00
C  3.52430  -3.51747  0.51108  0.00
O  1.24865  -2.74636  0.05289  0.00
C  3.04922  -1.68778  -1.15224  0.00
O  4.20293  -1.49515  -1.42015  0.00
O  2.07747  -0.80941  -1.41783  -0.02
H  1.98781  -4.95069  -1.23087  0.00
H  3.28887  -4.18397  -2.16736  0.00
H  1.60720  -3.65255  -2.37294  0.00
H  3.14541  -4.44651  0.93884  0.00
H  3.67023  -2.79504  1.31268  0.00
H  4.48212  -3.70577  0.02999  0.00
H  1.35411  -2.48850  1.01720  0.00